1.
Computed, not measured: 5 unconnected molecules or ions with the total composition C28H59NO20P4S2, with wB97M-V/def2-TZVPD.

Computed properties:
Net charge: 0
Orbital gap: 8.1 eV
Molar mass: 917.8 g mol⁻¹
E_LUMO: -0.43 eV

XYZ file:
```
114
Properties=species:S:1:pos:R:3:mulliken_charge:R:1
C -7.1959 1.6063 -2.1472 -1.258
C -7.3947 2.6786 -1.0525 0.314
C -7.5551 4.0442 -1.7715 -1.434
C -6.1955 2.6751 -0.0529 -1.070
C -4.8904 2.5775 -0.7918 0.972
C -4.1185 1.5097 -0.8563 0.859
C -4.2448 0.1559 -0.2803 -1.305
C -3.7687 0.0080 1.2073 -0.754
C -3.1683 1.2481 1.8512 -0.759
S -1.5292 1.7952 1.2621 -0.158
C -0.5484 0.3421 0.9737 -0.092
S -0.6682 -0.9914 1.9212 -0.115
N 0.3744 0.3483 -0.0488 0.078
C 0.6460 1.6824 -0.5944 -0.278
C 1.6457 1.5918 -1.7432 -0.923
O 0.9872 0.8992 -2.7902 -0.383
C 0.8544 -0.4504 -2.3927 -0.706
C 0.0944 -0.6699 -1.0833 -0.165
C -2.9610 1.8793 -1.7453 0.017
O -2.2838 1.0755 -2.2413 -0.569
O -2.9153 3.2200 -1.8966 -0.163
C -4.2174 3.6527 -1.5880 0.124
O -4.5831 4.6913 -1.9196 -0.469
H -6.5502 1.9663 -2.9479 0.312
H -8.1401 1.2959 -2.5901 0.428
H -6.6949 0.7283 -1.7394 0.190
H -8.3379 2.4385 -0.5606 0.529
H -6.9432 4.0455 -2.6677 0.277
H -7.2448 4.8281 -1.0844 0.344
H -8.5769 4.2097 -2.1077 0.422
H -6.2270 3.5427 0.6036 0.497
H -6.3080 1.7529 0.5158 0.262
H -5.2853 -0.1574 -0.3286 0.209
H -3.6832 -0.5468 -0.8942 0.577
H -4.6610 -0.2261 1.7922 0.519
H -3.1374 -0.8716 1.2716 0.192
H -3.0929 1.0941 2.9258 0.581
H -3.8318 2.0982 1.7092 0.371
H -0.2269 2.1923 -1.0025 0.004
H 1.1327 2.2740 0.1843 0.533
H 2.5707 1.0896 -1.4399 0.298
H 1.8399 2.5890 -2.1283 0.462
H 0.3615 -0.9793 -3.2050 0.376
H 1.8551 -0.8987 -2.3176 0.305
H -0.9711 -0.8174 -1.2681 -0.022
H 0.4442 -1.6241 -0.6882 0.559
C 0.0454 -8.1398 4.1226 -0.800
O -0.0981 -6.8128 3.6017 -0.189
P -1.5129 -6.0796 3.6960 0.701
O -2.4201 -6.6068 4.7148 -0.736
O -2.0591 -6.1133 2.2119 -0.295
C -2.2866 -7.3794 1.5977 -0.671
O -1.1233 -4.5599 3.8284 0.114
C -1.1572 -3.9611 5.1272 -0.720
H 0.5708 -8.7465 3.3860 0.286
H 0.6377 -8.0995 5.0357 0.268
H -0.9160 -8.6023 4.3396 0.386
H -2.5266 -8.1473 2.3353 0.328
H -1.3981 -7.6714 1.0365 0.263
H -3.1229 -7.2786 0.9107 0.262
H -0.2429 -4.1951 5.6736 0.261
H -2.0261 -4.2948 5.6919 0.365
H -1.2260 -2.8842 4.9902 0.186
C 6.0394 -1.6887 -5.7197 -0.655
O 6.6536 -0.7673 -4.8126 -0.366
P 5.9947 -0.5185 -3.3815 1.269
O 5.1059 -1.5868 -2.9206 -0.683
O 5.3375 0.9142 -3.4926 -0.357
C 4.3072 1.1141 -4.4598 -0.578
O 7.2293 -0.1867 -2.4622 -0.378
C 7.7506 -1.2200 -1.6215 -0.699
H 5.9862 -1.2237 -6.7035 0.246
H 6.6545 -2.5850 -5.7847 0.279
H 5.0343 -1.9665 -5.4065 0.323
H 3.7647 0.1894 -4.6643 0.296
H 4.7460 1.4965 -5.3821 0.288
H 3.6089 1.8490 -4.0685 0.183
H 8.4121 -1.8715 -2.1925 0.281
H 6.9479 -1.8023 -1.1719 0.334
H 8.3187 -0.7397 -0.8287 0.228
C 2.5429 -4.6228 4.3707 -0.722
O 3.9376 -4.6028 4.0393 -0.289
P 5.0171 -4.8388 5.1861 1.064
O 4.5114 -5.5280 6.3744 -0.707
O 5.6439 -3.4083 5.4383 -0.378
C 4.7893 -2.3604 5.8899 -0.602
O 6.2124 -5.5321 4.4287 -0.313
C 6.3513 -6.9508 4.5309 -0.702
H 2.0595 -3.7632 3.9068 0.277
H 2.0959 -5.5325 3.9749 0.272
H 2.3750 -4.5787 5.4465 0.400
H 3.9457 -2.7483 6.4634 0.303
H 4.4234 -1.7990 5.0293 0.250
H 5.3710 -1.6973 6.5252 0.274
H 5.6814 -7.4461 3.8277 0.277
H 6.1494 -7.2926 5.5448 0.341
H 7.3799 -7.1969 4.2786 0.234
C -2.0561 6.1899 -2.2209 -0.563
O -1.9510 7.5997 -2.4706 -0.288
P -0.5673 8.2044 -2.9745 1.024
O 0.3373 7.2390 -3.6001 -0.675
O 0.0123 8.9672 -1.7139 -0.386
C 0.2987 8.2161 -0.5375 -0.574
O -1.0041 9.4324 -3.8603 -0.346
C -1.0169 9.2757 -5.2810 -0.687
H -2.5482 6.0426 -1.2626 0.195
H -2.6599 5.7377 -2.9996 0.284
H -1.0813 5.7040 -2.1941 0.386
H 0.5500 7.1802 -0.7726 0.279
H -0.5664 8.2440 0.1264 0.242
H 1.1456 8.6783 -0.0366 0.276
H -1.9361 8.7819 -5.5967 0.273
H -0.1516 8.7088 -5.6208 0.337
H -0.9762 10.2700 -5.7193 0.234
```

2.
Computed, not measured: a molecular structure, C29H40N10O2SW, with wB97M-V/def2-TZVPD.

Computed properties:
Net charge: +2
Orbital gap: 6.6 eV
ΔE to the lowest compared entry with this formula, charge and spin: 0.0 kJ/mol
Molar mass: 776.6 g mol⁻¹
E_LUMO: -5.72 eV

XYZ file:
```
83
Properties=species:S:1:pos:R:3:mulliken_charge:R:1
W 0.7189 -1.2070 -0.9216 0.353
C -0.2024 -1.9570 -2.9971 -0.906
C -0.1228 -3.1347 -2.2424 -0.552
C 1.2140 -3.3539 -1.8501 -0.753
C 2.0250 -2.3626 -2.4597 -0.629
C 1.1494 -1.4809 -3.1355 -0.676
H -1.0769 -1.5426 -3.4696 0.769
H -0.9574 -3.7507 -1.9533 0.529
H 1.5721 -4.1588 -1.2314 0.661
H 3.1016 -2.3153 -2.4657 0.735
H 1.4583 -0.6501 -3.7452 0.745
C -3.5938 1.7314 1.0683 -1.267
N -2.1563 1.5934 0.8248 0.642
C -1.3473 2.7999 0.8269 -1.264
C -1.5868 0.4436 0.4620 -1.164
N -0.3047 0.2753 0.3110 3.025
N -2.4560 -0.6216 0.2150 0.163
C -2.0833 -1.9345 0.3547 -0.006
N -3.0386 -2.7874 0.7690 -0.442
N -0.8675 -2.2802 0.0976 -0.423
H -3.7632 2.6481 1.6242 0.453
H -3.9640 0.9220 1.6982 0.436
H -4.1457 1.7931 0.1277 0.338
H -2.0027 3.6607 0.8999 0.450
H -0.7701 2.8792 -0.0982 0.272
H -0.6670 2.8024 1.6786 0.389
H 0.2467 1.0544 0.6570 -1.022
H -3.4392 -0.4242 0.2106 0.402
H -3.8734 -2.4612 1.2260 0.186
H -2.8600 -3.7762 0.7950 0.248
H -0.6442 -3.2123 0.4210 0.387
C 1.1793 -0.0448 3.9324 -0.756
N 0.3269 -1.2056 4.0765 -0.014
C -0.8991 -0.8432 4.7602 -0.872
C 0.0348 -1.8040 2.7740 0.132
C 1.2661 -2.4462 2.1483 -0.113
C 1.9990 -3.2369 3.0489 -0.870
C 3.1821 -3.8510 2.7026 -0.796
C 3.6740 -3.6534 1.4222 -1.116
C 2.9470 -2.8888 0.5318 -0.110
C 1.7114 -2.2826 0.8224 1.259
H 1.4396 0.3446 4.9165 0.517
H 0.6797 0.7609 3.3613 0.083
H 2.0986 -0.3202 3.4114 0.188
H -0.6650 -0.4165 5.7348 0.356
H -1.5199 -1.7255 4.9151 0.330
H -1.4880 -0.0972 4.1938 0.181
H -0.3956 -1.0403 2.1176 -0.181
H -0.7313 -2.5703 2.9384 0.539
H 1.6182 -3.3372 4.0557 0.470
H 3.7155 -4.4625 3.4174 0.435
H 4.6110 -4.0980 1.1135 0.492
H 3.3766 -2.7581 -0.4507 0.329
O -3.0468 0.6338 -5.5033 -0.496
C -3.1562 2.0378 -5.4696 -0.494
N -3.7178 2.5120 -4.2124 -0.162
C -3.0891 2.3817 -3.0196 -0.091
O -3.6723 2.3894 -1.9475 -0.649
C -1.5915 2.2095 -3.0294 -0.144
C -0.6790 3.1262 -3.5411 -0.183
C 0.6700 2.8687 -3.3674 -1.345
C 1.0609 1.7278 -2.6885 -0.514
N 0.1936 0.8481 -2.1743 0.103
C -1.1082 1.0905 -2.3678 -0.379
H -3.8803 0.2452 -5.7810 0.321
H -3.7685 2.4207 -6.2859 0.463
H -2.1496 2.4219 -5.5883 0.319
H -4.7219 2.5975 -4.1364 0.331
H -1.0105 4.0229 -4.0486 0.709
H 1.4214 3.5462 -3.7462 0.487
H 2.1069 1.5108 -2.5293 0.615
H -1.8087 0.3687 -1.9685 0.517
S 2.8895 0.0164 -0.5264 -0.762
C 3.0017 1.2404 0.6347 0.304
N 4.2507 1.3891 1.1914 0.044
C 4.5421 2.3467 2.0953 -0.151
C 3.5490 3.1871 2.5040 -1.094
C 2.2787 2.9603 1.9590 0.088
N 2.0075 2.0240 1.0592 -0.018
H 4.9652 0.7353 0.8967 0.279
H 5.5615 2.3797 2.4517 0.467
H 3.7294 3.9693 3.2227 0.456
H 1.4486 3.5767 2.2745 0.417
```

3.
Computed, not measured: a molecular structure, C15H30BCl2F4N3S5SeW, with wB97M-V/def2-TZVPD.

Computed properties:
Net charge: +2
Orbital gap (spin up / spin down): 7.1 / 6.8 eV
ΔE to the lowest compared entry with this formula, charge and spin: 90.8 kJ/mol
Molar mass: 833.3 g mol⁻¹
2S+1: 3
E_LUMO (spin up / spin down): -6.83 / -7.56 eV
⟨S²⟩: 2.02

XYZ file:
```
62
Properties=species:S:1:pos:R:3:mulliken_charge:R:1
W 0.1272 0.1151 0.2359 0.802
C 0.1319 3.6242 -0.9247 -1.135
C -1.3061 3.4817 -0.4853 -0.648
S -1.4283 2.1757 0.7652 0.006
C -3.1498 1.7000 0.5239 -0.561
C -3.4089 0.4345 1.3137 -0.985
S -2.1267 -0.8347 1.1378 0.183
C -2.7057 -1.7910 -0.2952 -0.816
C -2.6514 -1.0548 -1.6242 -0.779
S -0.9249 -0.6051 -1.9585 0.077
C -1.0519 0.9240 -2.9124 -0.658
C 0.3030 1.6143 -2.8958 -0.988
S 0.9536 2.0391 -1.2422 0.168
H 0.7304 4.0852 -0.1477 0.425
H 0.2212 4.2166 -1.8351 0.636
H -1.9796 3.2416 -1.3051 0.463
H -1.6459 4.3990 -0.0042 0.599
H -3.3498 1.5880 -0.5396 0.214
H -3.7565 2.5210 0.9073 0.576
H -4.3547 -0.0240 1.0287 0.508
H -3.4413 0.6446 2.3817 0.488
H -3.7183 -2.1175 -0.0634 0.693
H -2.0571 -2.6660 -0.3143 0.233
H -3.2744 -0.1638 -1.6395 0.450
H -2.9684 -1.7166 -2.4305 0.569
H -1.8492 1.5455 -2.5126 0.148
H -1.3025 0.6405 -3.9344 0.614
H 0.2763 2.5497 -3.4527 0.678
H 1.0631 0.9711 -3.3351 0.310
Se 1.1395 0.9427 2.4014 0.068
C 1.2991 2.7472 2.0833 0.301
N 1.4082 3.8769 1.8705 -0.528
F 2.1629 -1.7943 1.8557 -0.270
B 0.9287 -2.3861 2.0251 0.437
F 0.1927 -2.0321 0.5935 -0.349
F 0.9417 -3.7128 2.1914 -0.219
F 0.1205 -1.6730 2.8949 -0.385
Cl 2.0393 -5.0640 -0.8189 -0.108
C 0.6233 -5.2734 -1.8382 -0.463
Cl -0.1168 -3.6974 -2.2707 -0.059
H -0.1081 -5.8571 -1.3003 0.343
H 0.9213 -5.7584 -2.7561 0.368
C 3.7889 -2.2208 -2.8882 -1.071
N 4.4662 -1.2518 -2.0081 0.110
C 5.9130 -1.4927 -1.8599 -1.225
C 3.8116 -0.4128 -1.2153 0.578
S 2.0858 -0.7608 -1.0987 -0.206
N 4.4490 0.6143 -0.6504 0.188
C 5.4911 1.3804 -1.3483 -1.209
C 4.0574 1.1536 0.6452 -0.853
H 4.5075 -2.5485 -3.6352 0.411
H 2.9413 -1.7645 -3.3915 0.360
H 3.4372 -3.0812 -2.3179 0.312
H 6.0631 -2.5680 -1.7848 0.448
H 6.2916 -1.0327 -0.9557 0.415
H 6.4653 -1.1235 -2.7231 0.375
H 5.5554 1.0861 -2.3907 0.393
H 6.4652 1.2667 -0.8731 0.371
H 5.2122 2.4338 -1.3034 0.391
H 3.5420 0.3958 1.2193 0.082
H 3.4387 2.0448 0.5377 0.363
H 4.9623 1.4318 1.1856 0.359
```

4.
Computed, not measured: a molecular structure, C8H13NO4S, with wB97M-V/def2-TZVPD.

Computed properties:
Net charge: 0
Orbital gap: 8.2 eV
ΔE to the lowest compared entry with this formula, charge and spin: 380.9 kJ/mol
Molar mass: 219.3 g mol⁻¹
E_LUMO: 0.05 eV

XYZ file:
```
27
Properties=species:S:1:pos:R:3:mulliken_charge:R:1
C 0.4761 -1.2818 -1.0173 -0.388
C 2.8127 -0.4761 -0.7871 -0.083
C 0.5822 2.8711 0.0341 -0.535
C -0.1502 -0.0978 -0.2272 1.491
C -0.0345 -1.5695 1.8883 -1.284
C -2.6400 0.9340 0.2493 -1.499
C 0.1127 -0.1164 1.2993 -1.005
C -1.7069 -0.1277 -0.4434 -0.862
N 1.8752 -1.4200 -0.8817 0.069
O -0.1227 -2.1260 -1.6515 -0.573
O -0.5410 2.4847 -0.9686 -0.425
O 1.0211 1.0868 -2.3521 -0.688
O 2.5813 0.6136 -0.3701 -0.489
S 0.5740 1.3840 -0.9959 0.999
H 3.7820 -0.7315 -1.1259 0.503
H 1.1624 3.6015 -0.4961 0.267
H 0.7267 -2.3768 1.6726 0.300
H -1.0793 -1.9495 1.7352 0.292
H 0.1446 -1.4022 2.9431 0.454
H -2.8404 0.7176 1.2365 0.393
H -3.5884 0.9134 -0.1864 0.500
H -2.3005 1.8993 0.0583 0.369
H 1.2112 0.1499 1.5498 0.371
H -0.2910 0.7073 1.8454 0.691
H -1.9414 -0.1895 -1.5186 0.504
H -2.1191 -1.2217 -0.1264 0.291
H 2.2933 -2.2765 -1.3637 0.338
```

5.
Computed, not measured: a single C18H14ClFO6S2 molecule, with wB97M-V/def2-TZVPD.

Computed properties:
Net charge: 0
Orbital gap: 7.8 eV
Molar mass: 444.9 g mol⁻¹
E_LUMO: -1.63 eV

XYZ file:
```
42
Properties=species:S:1:pos:R:3:mulliken_charge:R:1
O 4.9415 -1.3102 1.3954 -0.508
C 3.8814 -0.6609 1.1979 0.092
C 2.5066 -1.3405 0.6879 0.417
C 1.9818 -2.6835 1.2785 -0.732
C 0.6040 -3.1807 0.7037 -0.677
C -0.2018 -2.3794 -0.3844 0.640
C -1.6251 -2.9437 -0.8754 -0.496
C -2.7020 -1.7327 -0.6778 -0.342
C -4.2130 -2.2655 -0.5464 -0.708
C -5.2800 -1.0793 -0.2446 -0.621
S -5.4628 0.0566 -1.7297 0.986
O -4.2759 0.9878 -1.6669 -0.507
O -6.7867 0.7633 -1.7664 -0.542
Cl -5.2608 -1.0159 -3.5213 -0.169
C 0.3770 -1.0447 -0.9566 -0.425
C 1.7268 -0.5237 -0.4143 0.261
C 2.3749 0.8711 -0.9114 0.073
O 2.4185 1.2073 -2.1177 -0.473
C 3.0009 1.7607 0.2874 0.562
C 3.7843 0.9442 1.3837 0.416
C 4.4069 1.6724 2.6225 -0.660
C 4.1973 3.2246 2.7020 -0.441
C 3.4186 4.0301 1.5992 -0.472
C 2.7982 3.2941 0.3529 0.007
S 1.8737 4.2938 -0.8885 1.223
O 1.2265 5.5051 -0.2601 -0.591
O 2.8990 4.8197 -1.8772 -0.547
F 0.6780 3.4480 -1.6921 -0.193
H 2.5662 -3.2307 2.0852 0.360
H 0.1743 -4.1546 1.1477 0.207
H -1.6223 -3.3383 -1.9441 0.320
H -1.9346 -3.7412 -0.0948 0.283
H -2.6169 -1.0401 -1.5941 0.246
H -2.4887 -1.1022 0.2524 0.322
H -4.5656 -2.8106 -1.5011 0.262
H -4.2554 -3.0255 0.3211 0.369
H -4.8693 -0.4542 0.6200 0.359
H -6.3125 -1.4905 0.0770 0.350
H -0.1643 -0.4318 -1.7676 0.313
H 4.9588 1.1094 3.4406 0.374
H 4.5959 3.8260 3.5991 0.308
H 3.2467 5.1659 1.6782 0.356
```

6.
Computed, not measured: a single CH3BF2O2 molecule, with wB97M-V/def2-TZVPD.

Computed properties:
Net charge: 0
Orbital gap: 11.0 eV
ΔE to the lowest compared entry with this formula, charge and spin: 83.5 kJ/mol
Molar mass: 95.8 g mol⁻¹
E_LUMO: -0.02 eV

XYZ file:
```
9
Properties=species:S:1:pos:R:3:mulliken_charge:R:1
O 1.3025 -0.4516 -0.6016 -0.456
B 0.3554 0.1775 0.0369 0.474
O 0.6686 0.7504 1.2849 -0.516
C -1.1725 -0.0367 -0.3789 0.386
F -1.9618 -0.3042 0.6794 -0.235
F -1.9048 0.7494 -1.2169 -0.256
H 2.2116 -0.3279 -0.2751 0.286
H 1.6142 0.5663 1.5142 0.266
H -1.1132 -1.1231 -1.0429 0.051
```